{"formula": "C17H25Cl10F9O6", "method": "ωB97M-V/def2-TZVPD", "symbols": ["C", "C", "O", "C", "O", "C", "F", "F", "F", "H", "H", "H", "H", "H", "C", "C", "O", "C", "O", "C", "F", "F", "F", "H", "H", "H", "H", "H", "C", "C", "O", "C", "O", "C", "F", "F", "F", "H", "H", "H", "H", "H", "C", "Cl", "Cl", "H", "H", "C", "Cl", "Cl", "H", "H", "C", "Cl", "Cl", "H", "H", "C", "Cl", "Cl", "H", "H", "C", "Cl", "Cl", "H", "H"], "coordinates": [[-1.469, 4.388, -1.929], [-0.950, 2.938, -1.946], [0.452, 2.981, -2.141], [1.224, 1.819, -2.188], [0.808, 0.674, -2.183], [2.728, 2.065, -2.386], [3.136, 1.429, -3.495], [3.003, 3.365, -2.546], [3.424, 1.678, -1.345], [-1.010, 4.935, -1.106], [-2.539, 4.204, -1.828], [-1.448, 4.979, -2.844], [-1.423, 2.286, -2.681], [-1.261, 2.423, -1.037], [-6.333, -0.115, 3.173], [-5.250, 0.088, 2.117], [-4.590, 1.323, 2.491], [-3.293, 1.456, 2.260], [-2.570, 0.558, 1.841], [-2.660, 2.848, 2.541], [-3.570, 3.649, 3.091], [-1.557, 2.681, 3.317], [-2.183, 3.379, 1.388], [-6.951, 0.782, 3.223], [-5.920, -0.247, 4.173], [-6.997, -0.962, 2.997], [-5.714, 0.264, 1.147], [-4.584, -0.761, 1.966], [6.878, 1.227, -2.194], [6.632, -0.250, -2.444], [5.329, -0.647, -2.057], [4.648, -1.636, -2.689], [5.028, -2.202, -3.661], [3.284, -1.915, -2.040], [2.252, -1.577, -2.831], [3.149, -3.253, -1.873], [3.171, -1.306, -0.863], [6.373, 1.844, -2.937], [7.937, 1.480, -2.214], [6.482, 1.571, -1.238], [7.421, -0.786, -1.917], [6.807, -0.395, -3.511], [0.187, -6.091, -1.831], [0.160, -6.020, -0.081], [0.530, -7.707, -2.428], [-0.811, -5.884, -2.217], [0.877, -5.319, -2.173], [-1.064, -0.964, 4.631], [-2.583, -0.988, 5.556], [0.152, -0.010, 5.441], [-0.751, -2.001, 4.505], [-1.227, -0.585, 3.622], [1.598, 2.618, 2.423], [1.013, 0.969, 1.784], [2.433, 3.507, 1.145], [0.751, 3.160, 2.843], [2.306, 2.441, 3.233], [-3.985, -3.059, 0.288], [-3.856, -2.136, -1.172], [-3.865, -4.796, -0.001], [-3.202, -2.715, 0.964], [-4.984, -2.782, 0.625], [-0.285, -1.628, -0.194], [-0.520, -2.412, 1.449], [-0.259, -2.832, -1.489], [-1.150, -0.974, -0.305], [0.641, -1.055, -0.224]], "total_energy_ev": -180001.5212, "mol_weight_g_mol": 850.89, "homo_ev": -10.50}